(1)
12
Properties=species:S:1:pos:R:3:forces:R:3:nbo_charge:R:1 method="wB97M-V/def2-TZVPD" homo_lumo_gap_ev=8.0 e_lumo_ev=4.5 mol_weight_g_mol=88.09 smiles="C[C@H](N)C(=O)[O-]" homo_energy_ev=-3.484 total_charge=-1
C 0.28013 0.14765 -1.39226 0.7 -0.4 0.2 -0.6272
C -0.14528 0.35218 0.00140 -3.5 0.5 3.4 -0.1768
N 0.89785 0.79107 0.91845 2.1 -2.1 -0.8 -0.8956
C -0.94828 -0.90907 0.71038 5.1 0.9 0.3 0.7679
O -1.90893 -1.29157 0.10420 -2.8 -1.1 -0.7 -0.7450
O -0.26370 -1.39133 1.68637 -1.6 0.1 -0.7 -0.8279
H 1.06485 0.86919 -1.48485 0.2 1.0 -1.1 0.2065
H 0.79156 -0.77636 -1.55116 0.3 -1.1 0.1 0.1900
H -0.55646 0.13375 -2.06630 -0.2 0.6 -0.5 0.2142
H -0.94344 1.11997 0.04238 0.3 0.0 -0.4 0.1580
H 0.58639 1.15031 1.79871 -0.9 0.3 0.1 0.3478
H 1.14530 -0.19578 1.23267 0.3 1.4 0.1 0.3883

***

(2)
12
Properties=species:S:1:pos:R:3:forces:R:3:mulliken_spin:R:1 method="wB97M-V/def2-TZVPD" homo_lumo_gap_ev="10.5 / 7.0" e_lumo_ev="1.0 / -2.1" mol_weight_g_mol=78.16 s2=0.75 multiplicity=2 homo_energy_ev="-9.458 / -9.086"
N 0.87649 -0.88048 2.70585 0.8 -0.5 0.4 -0.0013
H 1.52704 -0.22961 3.12197 -0.3 0.6 0.3 0.0000
H 1.53953 -1.51006 2.26227 -0.5 -0.2 -0.4 0.0000
H 0.31618 -0.38700 2.02576 0.1 0.0 -0.1 -0.0036
C -0.84700 0.17931 -1.96534 -1.0 0.1 0.0 0.0222
C -0.09425 0.51769 -0.65907 0.0 -0.6 -1.0 -0.0568
S -1.16000 0.99122 0.69030 0.1 0.2 -0.1 0.9937
H -0.54617 0.80181 -2.81061 0.2 -0.1 0.1 -0.0019
H -1.91417 0.37827 -1.82438 0.1 0.1 0.0 -0.0099
H -0.82582 -0.87186 -2.26539 0.4 0.1 0.2 0.0031
H 0.58647 1.33665 -0.90727 0.0 0.2 0.5 0.0490
H 0.54170 -0.32594 -0.37408 0.0 0.2 0.2 0.0055

***

(3)
76
Properties=species:S:1:pos:R:3:forces:R:3:lowdin_charge:R:1 method="wB97M-V/def2-TZVPD" homo_lumo_gap_ev="3.9 / 4.0" e_lumo_ev="-1.0 / -1.1" mol_weight_g_mol=636.64 homo_energy_ev="-4.884 / -5.132"
Ca -0.57708 -1.82908 1.36088 0.7 1.0 -0.1 1.3176
C 2.74039 -2.39933 3.14022 0.8 0.5 0.2 -0.1389
C 3.28813 -1.67140 2.16995 0.9 -0.2 1.0 -0.1449
C 3.92543 -2.27233 0.97910 0.9 0.3 -0.7 -0.2000
C 3.12597 -3.38565 0.33818 0.8 -1.0 -0.8 -0.2077
C 1.63984 -3.21388 0.41116 0.1 0.3 -1.1 -0.2160
C 0.91134 -3.70378 1.46420 -0.3 -1.2 1.5 -0.3664
C 1.64265 -4.55561 2.48900 -1.1 -1.1 0.6 -0.2215
C 2.79688 -3.87161 3.18594 1.1 -0.6 0.9 -0.2143
C -3.49901 1.39864 -1.00242 -1.5 -0.3 -0.9 -0.1487
H 2.34360 -1.97818 4.04586 0.0 0.4 0.1 0.0877
H 3.52969 -0.62234 2.27694 -0.6 0.1 0.3 0.1003
H 4.95322 -2.61927 1.20278 -0.3 0.0 0.1 0.1275
H 4.09428 -1.48170 0.24525 -0.1 0.1 -0.1 0.1034
H 3.48669 -3.54078 -0.70526 -0.5 0.5 0.4 0.1220
H 3.47998 -4.33009 0.78189 -0.7 0.2 0.1 0.1026
H 1.19116 -2.84689 -0.49052 -0.4 -0.1 -0.5 0.0534
H -0.17615 -3.95657 1.40751 0.4 -0.5 -0.5 0.0420
H 2.04024 -5.53814 2.15495 -0.4 0.4 -0.5 0.1186
H 0.90373 -4.86022 3.24516 0.1 0.2 0.0 0.1028
H 2.85995 -4.17911 4.25166 -0.4 0.1 -0.5 0.1223
H 3.77601 -4.22756 2.82391 -0.4 0.2 -0.3 0.1127
H -3.75496 1.61287 0.05870 0.5 -0.5 -0.8 0.0060
H -4.17890 0.67622 -1.54323 0.4 1.1 0.6 -0.0151
H -3.33847 2.34450 -1.55628 0.1 -0.7 0.3 0.0247
P -1.65510 0.19588 -1.75582 0.5 -1.8 -0.1 1.0793
P 0.18938 2.20666 -0.33149 0.9 1.0 0.7 1.0821
N -2.22978 -1.56365 -1.35684 -1.2 0.3 -0.1 -0.2239
N -1.82535 0.04723 -3.49902 0.0 0.4 -0.4 -0.2446
N 0.46579 1.51089 1.25312 -1.2 -1.0 2.0 -0.2208
N 1.32401 3.55148 -0.08439 -0.1 1.0 -0.7 -0.2554
C 0.18400 -0.33289 -1.54488 -0.6 -0.7 -0.5 -0.4014
C 1.07634 0.86715 -1.32632 0.5 1.0 0.6 -0.3856
C -3.37511 -1.71121 -0.56646 0.6 -0.4 0.3 -0.1956
C -3.67941 -3.04892 -0.38100 0.8 0.9 -0.7 -0.0970
C -2.78218 -3.77885 -1.22575 0.2 0.5 0.2 -0.0924
C -1.93703 -2.85562 -1.84151 -0.2 0.0 0.6 -0.1297
C -3.07202 0.09759 -4.14320 0.9 -0.1 -0.6 -0.1296
C -2.86481 0.09984 -5.51759 0.3 0.2 1.4 -0.0814
C -1.43897 0.08112 -5.74064 -0.5 0.3 0.9 -0.0861
C -0.82605 0.06908 -4.49760 -0.6 -0.2 -0.3 -0.1333
C -0.48429 1.61638 2.29899 1.0 -0.8 -0.1 -0.0831
C -0.18407 0.67880 3.28901 -0.5 1.0 -0.7 -0.1000
C 1.06094 0.11581 2.94192 0.4 -0.1 -0.3 -0.1654
C 1.40409 0.58999 1.68346 -0.4 0.1 0.2 -0.1914
C 2.52140 3.82356 0.60234 0.3 1.0 -0.6 -0.1220
C 2.90230 5.16214 0.33576 -0.8 -1.8 0.2 -0.0915
C 1.88916 5.73352 -0.48968 -0.7 -1.4 -0.1 -0.0993
C 0.93816 4.74844 -0.72326 1.1 -0.1 0.4 -0.1670
H 0.45108 -0.88039 -2.45802 0.2 -0.1 0.3 0.0629
H 0.24563 -1.11257 -0.72955 0.2 1.0 -0.7 -0.0053
H 2.00424 0.57657 -0.83600 0.2 0.0 -0.3 0.0583
H 1.31845 1.41232 -2.25083 0.0 -0.4 0.0 0.0832
H -3.96701 -0.84492 -0.36428 0.0 0.2 0.7 0.0668
H -4.48264 -3.39273 0.24052 -0.2 -0.3 -0.1 0.0919
H -2.80505 -4.86466 -1.32793 0.3 0.5 -0.2 0.1022
H -1.19835 -3.02921 -2.61269 0.1 0.1 0.3 0.1120
H -3.96561 0.12500 -3.53307 0.1 0.0 -0.3 0.0932
H -3.65737 0.18376 -6.24834 0.2 -0.1 0.0 0.0937
H -0.96497 0.15995 -6.71586 0.0 -0.2 0.4 0.0967
H 0.23531 0.03792 -4.25058 -0.5 0.1 -0.1 0.0957
H -1.02122 2.52478 2.38078 -1.3 0.1 -0.4 0.0737
H -0.73333 0.46331 4.20424 0.2 0.5 -0.2 0.1071
H 1.68749 -0.35541 3.69032 -0.2 -0.1 -0.7 0.0827
H 2.26506 0.43727 1.08460 0.5 -0.3 -0.2 0.0775
H 3.01886 3.07853 1.22661 -0.3 0.3 -0.4 0.0937
H 3.80415 5.66229 0.68645 -0.4 -0.3 0.0 0.0910
H 1.84476 6.73070 -0.87945 0.0 0.2 0.0 0.0880
H 0.01169 4.75477 -1.27816 0.0 0.2 0.1 0.0906
F -3.36682 2.91116 2.14054 -1.0 -0.4 2.2 -0.0111
C -3.04049 3.68243 1.09001 4.1 -0.6 -2.8 -0.4585
F -4.17378 4.02260 0.43012 -1.4 0.7 0.0 -0.0032
C -2.26822 4.91129 1.46702 -1.5 -1.0 -0.4 -0.5730
F -2.95107 5.63675 2.40604 0.9 0.9 0.2 0.0886
F -1.01641 4.63867 1.95990 -0.8 0.3 0.2 0.0686
F -2.08040 5.67669 0.36292 -0.1 0.1 0.7 0.0979

***

(4)
57
Properties=species:S:1:pos:R:3:forces:R:3:nbo_charge:R:1 method="wB97M-V/def2-TZVPD" homo_lumo_gap_ev=7.1 e_lumo_ev=-4.3 mol_weight_g_mol=772.04 homo_energy_ev=-11.423 total_charge=+1
Hf -0.20371 1.63696 0.01210 0.8 1.8 -1.4 2.1855
N 1.26179 -4.72664 3.16180 0.1 -0.3 0.0 -0.7650
C 0.88029 -3.43164 3.10770 -0.1 0.4 0.0 0.2271
C 1.65659 -2.42644 3.71100 -0.1 0.2 0.0 -0.2654
C 1.30089 -1.09974 3.60990 0.0 -0.1 0.2 -0.1547
C 0.15919 -0.75294 2.89960 -0.2 0.7 -0.2 -0.3700
C -0.65621 -1.73064 2.34770 -0.1 -0.2 0.0 -0.1652
C -0.29731 -3.05674 2.43880 0.0 0.1 0.2 -0.2761
S -0.30441 0.93826 2.70980 0.5 -0.6 0.8 2.3157
O -0.63151 1.58696 3.92340 0.1 0.0 0.1 -0.8374
O -1.37531 0.95316 1.65760 -0.6 -0.1 0.6 -0.9958
N 0.79389 1.74196 1.81010 -0.7 -0.3 2.1 -1.0133
C 2.02239 1.35636 1.42830 2.6 -0.3 -0.6 0.5699
N 2.94629 0.90436 2.26310 -0.6 0.4 0.3 -0.4665
C 4.17339 0.77116 1.79530 0.1 0.0 -0.3 0.1332
C 4.50419 1.07146 0.48100 -0.3 0.0 0.0 -0.3136
C 3.45989 1.42356 -0.35790 0.0 0.0 -0.1 0.1301
N 2.20759 1.54226 0.08670 -0.4 -0.1 1.3 -0.5416
H 2.01559 -5.00094 3.76640 0.0 -0.1 0.0 0.4030
H 0.63479 -5.44724 2.84940 0.1 0.0 0.1 0.4014
H 2.52819 -2.70714 4.27890 0.2 0.0 0.1 0.2243
H 1.88759 -0.32384 4.06950 0.2 -0.1 0.1 0.2570
H -1.58511 -1.43914 1.88400 -0.1 -0.1 -0.1 0.2320
H -0.93001 -3.82294 2.01770 -0.1 -0.1 -0.1 0.2206
H 4.90519 0.43226 2.51400 0.2 -0.1 0.0 0.2177
H 5.51739 1.00176 0.13210 0.1 0.0 -0.1 0.2496
H 3.61979 1.62706 -1.40910 0.0 -0.1 0.0 0.2218
F 1.12669 6.09586 -2.75210 0.2 -0.1 0.2 -0.3086
C 0.05579 5.57406 -3.35580 0.0 0.1 -0.2 0.9802
F -1.02821 6.06566 -2.75170 -0.2 -0.1 0.2 -0.3062
F 0.05029 6.04936 -4.60590 0.0 -0.1 -0.3 -0.3150
C 0.07549 4.06216 -3.34360 0.0 0.0 0.3 -0.2058
C 0.06139 3.34146 -4.51970 0.0 -0.2 0.3 -0.0731
C 0.05779 1.94456 -4.47090 0.0 0.0 0.2 -0.2771
C 0.10499 1.32736 -3.23990 0.1 -0.1 -0.3 0.0899
N 0.13009 2.01426 -2.09150 0.2 1.1 -1.7 -0.6218
C 0.07409 3.37496 -2.10920 0.1 -0.4 -0.9 0.1262
S -0.03041 4.08596 -0.55330 0.1 0.8 0.6 -0.1274
H 0.04879 3.85366 -5.47070 0.0 0.1 0.0 0.2531
H 0.02289 1.36296 -5.37680 0.0 -0.1 0.0 0.2438
H 0.12699 0.24656 -3.14000 0.0 0.1 0.0 0.2171
O -2.14241 1.69396 -0.72100 -1.2 -0.3 0.0 -0.6521
C -2.88071 0.70516 -0.54630 -0.9 -0.3 -0.3 0.5005
C -2.47651 -0.66044 -0.54390 0.7 -0.5 0.1 -0.3317
C -3.48061 -1.64634 -0.44980 0.0 -0.2 0.0 -0.0780
C -3.16481 -2.97694 -0.55760 0.6 0.7 0.0 -0.0418
C -1.84311 -3.38724 -0.79310 -0.3 0.1 0.0 -0.1014
C -0.84161 -2.45844 -0.83700 0.1 0.5 0.0 -0.2972
C -1.09921 -1.07704 -0.64640 -0.9 -1.1 -0.3 0.5336
O -0.09461 -0.26204 -0.55200 0.1 -1.0 -0.5 -0.8067
N -4.21251 -3.97694 -0.41930 0.1 0.2 0.0 0.5352
O -3.86241 -5.13074 -0.37300 0.0 -0.5 0.0 -0.3604
O -5.34471 -3.56874 -0.34940 -0.6 0.0 0.1 -0.3558
H -3.96181 0.88306 -0.44280 0.2 0.1 -0.1 0.1878
H -4.51121 -1.36624 -0.27670 0.0 0.0 -0.1 0.2635
H -1.63821 -4.44024 -0.91610 0.0 0.0 0.0 0.2623
H 0.18669 -2.75114 -0.98350 0.1 0.0 0.0 0.2425

***

(5)
26
Properties=species:S:1:pos:R:3:forces:R:3:nbo_charge:R:1 method="wB97M-V/def2-TZVPD" homo_lumo_gap_ev=6.3 e_lumo_ev=1.9 mol_weight_g_mol=540.25 homo_energy_ev=-4.447 total_charge=-1
Ti -1.00684 -1.57776 -0.15948 -0.2 -0.4 -0.1 0.6018
N 2.58472 0.62669 0.55859 -0.1 -0.1 0.0 -0.4942
C 3.10210 -0.55315 1.05618 0.0 0.0 0.1 -0.0832
C 2.09389 -1.46233 1.00783 0.0 0.0 0.0 -0.0196
N 0.97577 -0.85925 0.49116 0.1 -0.2 0.0 -0.4556
C 1.29872 0.38503 0.23092 0.1 0.2 -0.1 0.3303
C 0.30088 1.24423 -0.35434 0.0 0.0 0.0 0.3200
N -0.85847 0.72062 -0.67687 0.1 0.0 0.0 -0.4355
C -1.60279 1.73138 -1.22122 0.0 0.0 0.0 -0.0485
C -0.87706 2.88221 -1.21170 0.0 0.1 0.0 -0.0823
N 0.34535 2.56022 -0.66350 -0.1 -0.1 0.0 -0.4999
H 3.09344 1.47905 0.41623 0.0 0.0 0.0 0.4151
H 4.12835 -0.63958 1.35897 0.0 0.0 0.0 0.2215
H 2.08892 -2.50751 1.25828 0.0 0.0 0.0 0.2624
H -2.60868 1.55876 -1.55818 0.0 0.0 0.0 0.2443
H -1.11120 3.88258 -1.52419 0.0 0.0 0.0 0.2194
H 1.08332 3.20595 -0.45312 0.0 0.0 0.0 0.4152
S -3.27951 1.92631 2.59693 0.0 0.0 0.0 -0.1895
C -2.91169 0.53315 1.76679 0.0 0.0 0.2 -0.5339
S -4.05165 0.10184 0.53281 0.0 -0.2 -0.2 0.2096
S -1.55168 -0.45890 2.06598 0.1 0.1 0.0 -0.0777
S -0.59211 -3.66763 0.48660 0.0 0.2 0.0 -0.4755
Sb 0.47670 -3.97579 -1.80829 0.0 0.0 0.1 0.9476
S -0.43294 -1.75421 -2.37298 0.0 0.1 0.1 -0.5543
S -3.40503 -1.69228 -0.28431 0.0 0.3 0.0 -0.3009
S 2.71748 -3.68967 -1.53908 0.0 0.0 0.0 -0.9366